Computed, not measured: a molecular structure, C12H16N2O2S at a distorted geometry, with ωB97M-V/def2-TZVPD.

Properties
Total charge: 0
Frontier orbital gap (eV): 8.260

Positions of all 33 atoms, in Å:
C (4.7564, 1.1033, -2.7226)
C (3.3042, 0.3660, -2.5450)
O (2.6123, -0.1167, -3.4511)
N (3.0706, 0.2381, -1.2912)
C (1.8895, -0.2521, -0.8585)
C (1.1005, -0.9484, -1.4453)
C (0.0944, -1.4436, -0.7302)
C (-0.2204, -1.5623, 0.4683)
C (0.8027, -0.8952, 1.2136)
C (1.8397, -0.2594, 0.6825)
H (2.7519, 0.0201, 1.2903)
H (0.7805, -0.9102, 2.2729)
C (-1.4443, -2.0005, 1.1199)
N (-2.0644, -1.4993, 2.1616)
H (-2.9175, -1.9547, 2.3759)
C (-2.0952, 0.0871, 2.1755)
H (-1.2883, 0.6227, 1.8669)
C (-3.2222, 0.5701, 1.1665)
C (-3.4575, 1.8912, 1.1052)
O (-4.3037, 2.4748, 0.3491)
H (-4.2492, 2.1420, -0.7412)
H (-2.1972, 2.3947, 0.8602)
H (-3.5363, 2.3187, 2.1475)
H (-2.8930, 0.1203, 0.2554)
H (-4.3272, -0.1375, 1.2419)
H (-2.5339, 0.2998, 3.1632)
S (-1.7154, -3.5597, 0.9572)
H (-0.7873, -2.3240, -1.3459)
H (1.2608, -1.0554, -2.4656)
H (3.7915, 0.6619, -0.5593)
H (5.5603, 0.3964, -2.3748)
H (4.9178, 1.1712, -4.0114)
H (4.7198, 2.0404, -2.3315)

Cartesian forces (eV/Å) of the 6 atoms listed first:
-1.0 -4.4 -5.9
3.4 0.5 -4.8
1.3 1.3 0.8
2.1 2.1 4.1
7.9 5.2 11.6
-5.2 -4.2 -6.0

***

Computed, not measured: a single C12H16N2O3 molecule at a distorted geometry, with ωB97M-V/def2-TZVPD.

Properties
Total charge: 0
SMILES: O=[N+]([O-])c1ccccc1OCCN1CCCC1
Frontier orbital gap (eV): 8.452

Positions of all 33 atoms, in Å:
O (-2.1350, -2.4260, -0.0520)
N (-3.0052, -1.5937, -0.1944)
O (-4.1542, -1.8488, -0.4953)
C (-2.6555, -0.2078, -0.0574)
C (-3.3645, 0.7111, -0.8237)
C (-3.0167, 2.0439, -0.8067)
C (-1.9501, 2.4511, -0.0168)
C (-1.2565, 1.5529, 0.7684)
C (-1.5997, 0.1985, 0.7835)
O (-1.0733, -0.7393, 1.5833)
C (0.1182, -0.5086, 2.3033)
C (1.3607, -0.7560, 1.4305)
N (1.3221, 0.0942, 0.2525)
C (2.5951, 0.6773, -0.1323)
C (3.3147, -0.3791, -0.9909)
H (3.9302, -1.0192, -0.3581)
H (3.9584, 0.0815, -1.7372)
C (2.1616, -1.1772, -1.6185)
H (2.1226, -1.0564, -2.6993)
H (2.2578, -2.2406, -1.4030)
C (0.8907, -0.5990, -0.9551)
H (0.4268, 0.1436, -1.6119)
H (0.1540, -1.3668, -0.7249)
H (2.3771, 1.5626, -0.7376)
H (3.1695, 0.9877, 0.7401)
H (2.2400, -0.5280, 2.0380)
H (1.3891, -1.8202, 1.1676)
H (0.1384, 0.4997, 2.7267)
H (0.0966, -1.2348, 3.1201)
H (-0.4278, 1.9055, 1.3579)
H (-1.6552, 3.4897, -0.0094)
H (-3.5566, 2.7565, -1.4091)
H (-4.1732, 0.3456, -1.4383)

Cartesian forces (eV/Å) of the 6 atoms listed first:
0.1 -0.3 -0.1
-0.1 -0.5 -0.1
-0.3 -0.1 0.0
0.5 1.1 0.2
0.0 -0.2 0.0
0.0 0.0 0.0

***

Computed, not measured: a single C12H16N2O4S molecule at a distorted geometry, with ωB97M-V/def2-TZVPD.

Properties
Total charge: 0
SMILES: CC(=O)Nc1ccc(S(=O)(=O)N2CCOCC2)cc1
Frontier orbital gap (eV): 9.875

Positions of all 35 atoms, in Å:
C (1.8068, 2.3639, -5.4466)
C (0.7495, 1.9511, -4.2606)
O (-0.4111, 2.3120, -4.1670)
N (1.3000, 1.0633, -3.5157)
C (0.6537, 0.6066, -2.4085)
C (-0.4751, 0.7132, -2.0869)
C (-0.8490, 0.0619, -0.9928)
C (-0.3701, -0.8974, -0.3032)
C (0.9652, -1.1347, -0.7241)
C (1.5546, -0.4593, -1.7109)
H (2.5559, -0.8509, -2.1930)
H (1.5426, -1.8950, -0.2402)
S (-0.9405, -1.5087, 1.2829)
O (-0.0935, -2.9804, 1.4741)
O (-2.4156, -1.7402, 1.1286)
N (-0.3780, -0.6065, 2.3941)
C (-1.1670, 0.7507, 2.5078)
H (-2.1996, 0.4228, 2.2229)
C (-1.1747, 1.1940, 3.8423)
H (-1.4226, 2.2248, 3.7528)
O (0.2170, 1.5413, 4.0192)
C (1.1389, 0.1764, 3.9613)
H (2.0592, 0.4004, 4.2803)
C (1.0480, -0.5136, 2.6779)
H (1.0703, -1.5134, 2.6984)
H (1.3456, 0.1343, 2.0335)
H (0.6251, -0.2090, 4.9373)
H (-1.6067, 0.5268, 4.5421)
H (-0.7451, 1.3157, 1.5737)
H (-2.0013, 0.1165, -0.5897)
H (-1.2471, 1.2300, -2.6451)
H (2.1665, 0.8246, -3.8146)
H (2.0180, 1.4904, -6.0893)
H (2.6472, 2.9636, -5.0554)
H (1.2762, 3.2094, -6.1453)

Cartesian forces (eV/Å) of the 6 atoms listed first:
-3.1 2.8 -0.8
-0.6 3.0 -4.9
0.8 0.7 -0.5
-1.5 0.2 1.6
17.4 -5.8 -2.7
-13.3 3.5 1.2

***

Computed, not measured: a single C12H16N2Si molecule at a distorted geometry, with ωB97M-V/def2-TZVPD.

Properties
Total charge: 0
SMILES: C[SiH](C)\C=N/C=C\N=C\c1ccccc1
Frontier orbital gap (spin up / spin down) (eV): 7.576 / 7.576

Positions of all 31 atoms, in Å:
C (0.7375, -3.1548, -4.4086)
C (1.5875, -2.0549, -4.0515)
C (0.0904, -3.8629, -3.4076)
C (1.6732, -1.6326, -2.7913)
C (0.1338, -3.4088, -2.1183)
C (0.7615, -2.2958, 1.8703)
C (-0.2107, -1.2809, 1.9736)
C (1.1495, -1.9883, -0.3616)
C (0.9821, -2.3789, -1.7242)
C (0.9257, 2.3515, 2.2079)
C (-1.9847, 3.3674, 1.0414)
C (-1.0055, 0.4582, 0.6430)
N (1.0926, -2.7831, 0.6366)
N (-0.6593, -0.7138, 0.8602)
Si (-0.9748, 1.9897, 1.8853)
H (0.6353, -3.4314, -5.5754)
H (2.3661, -1.5344, -4.5903)
H (-0.5712, -4.6862, -3.6911)
H (2.4254, -0.8615, -2.5041)
H (-0.1570, -4.0773, -1.2678)
H (0.9910, -2.9607, 2.6506)
H (-0.5280, -1.1363, 3.0033)
H (1.6506, -1.0629, -0.4577)
H (1.2695, 3.3633, 2.6018)
H (1.3989, 1.4450, 2.7992)
H (1.5379, 2.2872, 1.2468)
H (-3.0302, 3.3823, 1.0084)
H (-1.5502, 4.2089, 1.4179)
H (-1.6421, 3.3161, 0.0164)
H (-1.3599, 0.5705, -0.4323)
H (-1.6335, 1.3275, 3.0661)

Cartesian forces (eV/Å) of the 6 atoms listed first:
0.8 0.4 -2.6
-0.1 -0.9 -1.3
-1.0 0.3 -2.0
-0.5 -0.8 4.6
1.5 -1.1 2.8
-1.8 1.4 -1.6

***

Computed, not measured: 2 unconnected molecules or ions with the total composition C12H16NO at a distorted geometry, with ωB97M-V/def2-TZVPD.

Properties
Total charge: +1
Frontier orbital gap (spin up / spin down) (eV): 6.236 / 6.237

Positions of all 30 atoms, in Å:
C (-1.0767, 2.0366, 2.9810)
C (-1.0832, 1.6862, 1.8274)
C (0.3518, -1.3580, -2.9235)
C (-0.8269, -1.7853, -2.2310)
C (1.3941, -0.8365, -2.2565)
C (-0.9419, -1.6345, -0.8908)
C (1.4123, -0.7149, -0.7743)
C (0.1145, -1.0790, -0.1108)
C (-0.5453, 1.8146, -1.8362)
C (0.9801, -0.6070, 3.3718)
C (-1.1380, 1.3409, 0.4772)
C (-0.0021, -0.9176, 1.2410)
N (-0.3917, 1.9500, -0.4181)
O (1.0183, -0.4394, 1.9664)
H (-1.0816, 2.3245, 3.9927)
H (0.3778, -1.4636, -3.9970)
H (-1.6245, -2.2293, -2.8069)
H (2.2912, -0.5323, -2.7769)
H (-1.8377, -1.9489, -0.3755)
H (2.2028, -1.3654, -0.3756)
H (0.2909, 1.2587, -2.2777)
H (-1.4657, 1.2775, -2.0613)
H (-0.5783, 2.8008, -2.2996)
H (1.6230, -1.4459, 3.6509)
H (-0.0327, -0.7930, 3.7319)
H (1.3716, 0.3039, 3.8222)
H (-1.9673, 0.7354, 0.1332)
H (-0.8881, -1.2482, 1.7750)
H (1.7165, 0.2950, -0.4696)
H (0.3369, 2.5747, -0.0894)

Cartesian forces (eV/Å) of the 6 atoms listed first:
0.0 -0.4 -1.3
0.2 0.5 1.4
0.8 0.3 -0.1
-0.5 -0.1 0.7
-0.2 -0.3 -0.4
-0.4 -0.2 -0.6

***

Computed, not measured: a molecular structure, C12H16O2S at a distorted geometry, with ωB97M-V/def2-TZVPD.

Properties
Total charge: 0
Frontier orbital gap (eV): 8.661

Positions of all 31 atoms, in Å:
C (0.0001, 0.5927, 1.7710)
C (-0.6220, -1.6865, 1.3497)
C (1.2035, -0.6849, 0.1507)
C (-0.8104, -0.4964, 2.0447)
C (1.0133, 0.5089, 0.8219)
C (0.3837, -1.7868, 0.3987)
C (-0.1870, 3.1937, -2.4272)
C (-0.9479, 1.3803, -2.2119)
C (0.2290, 2.0128, -2.9020)
C (-1.9083, -0.3897, 3.0603)
C (1.8765, 1.6968, 0.5247)
C (-0.1428, -4.0432, -0.1509)
O (-1.3043, 2.7033, -1.7635)
O (0.6526, -2.8987, -0.3472)
S (1.5399, 1.3681, -3.8472)
H (-0.1615, 1.5203, 2.3016)
H (-1.2714, -2.5205, 1.5656)
H (1.9777, -0.7864, -0.5938)
H (0.0966, 4.2290, -2.4298)
H (-1.7180, 0.9522, -2.8528)
H (-0.7183, 0.7181, -1.3775)
H (-2.0627, -1.3375, 3.5710)
H (-1.6765, 0.3744, 3.7971)
H (-2.8427, -0.1146, 2.5694)
H (1.2611, 2.5612, 0.2796)
H (2.4818, 1.9546, 1.3939)
H (2.5416, 1.4896, -0.3105)
H (-1.1938, -3.8478, -0.3912)
H (-0.0647, -4.4127, 0.8777)
H (0.2452, -4.7962, -0.8347)
H (2.1299, 2.5459, -4.0375)

Cartesian forces (eV/Å) of the 6 atoms listed first:
-0.1 -0.1 0.1
0.0 -0.3 -0.2
-0.1 -0.1 -0.1
0.1 0.2 0.0
0.0 -0.2 -0.1
0.1 0.1 0.0